(1)
194
Properties=species:S:1:pos:R:3:lowdin_charge:R:1 method="wB97M-V/def2-TZVPD" e_homo_ev=-13.238 e_tot_ha=-4072.8847 gap_ev=5.3 mol_weight_g_mol=1094.74 multiplicity=1 lumo_energy_ha=-0.2934 e_above_lowest_kcal_mol=67.4 charge=+4
N -0.233 0.562 0.589 -0.235
S -1.370 0.266 -0.400 0.427
O -1.963 -1.070 -0.551 -0.288
O -1.436 1.169 -1.538 -0.294
F -2.443 1.042 0.456 -0.207
S 0.916 -0.388 -0.209 0.596
O 1.730 0.225 -1.265 -0.300
O 0.531 -1.801 -0.278 -0.296
F 2.009 -0.405 1.001 -0.195
C -0.878 -3.413 -2.953 -0.095
C -1.614 -4.517 -2.247 -0.204
C -1.743 -4.312 -0.672 -0.062
N -2.371 -5.599 0.029 -0.194
C -3.725 -5.994 -0.595 -0.104
C -4.514 -6.928 0.249 -0.170
C -4.557 -6.542 1.758 -0.166
C -3.173 -6.438 2.339 -0.165
C -2.426 -5.338 1.561 -0.114
C -1.331 -6.737 -0.075 0.026
H -0.891 -3.655 -4.015 0.090
H 0.173 -3.363 -2.668 0.055
H -1.274 -2.414 -2.773 0.068
H -1.005 -5.416 -2.354 0.100
H -2.587 -4.641 -2.723 0.113
H -2.387 -3.447 -0.515 0.108
H -0.757 -4.254 -0.209 0.102
H -4.372 -5.131 -0.753 0.145
H -3.506 -6.472 -1.550 0.137
H -5.504 -7.053 -0.189 0.135
H -4.171 -7.962 0.254 0.123
H -5.055 -5.573 1.767 0.118
H -5.104 -7.306 2.311 0.130
H -3.196 -6.090 3.371 0.124
H -2.638 -7.388 2.360 0.121
H -2.894 -4.365 1.714 0.109
H -1.418 -5.233 1.962 0.116
H -0.334 -6.465 0.271 0.109
H -1.254 -7.095 -1.102 0.102
H -1.711 -7.622 0.436 0.102
C -3.499 -1.502 3.013 -0.096
C -2.011 -1.152 3.191 -0.207
C -1.385 -2.021 4.341 -0.075
N 0.193 -1.867 4.436 -0.208
C 0.816 -2.633 3.293 -0.115
C 2.363 -2.748 3.404 -0.147
C 2.759 -3.324 4.757 -0.172
C 2.150 -2.578 5.943 -0.134
C 0.608 -2.541 5.794 -0.070
C 0.531 -0.346 4.336 0.043
H -3.945 -1.138 2.087 0.062
H -4.151 -1.144 3.810 0.082
H -3.666 -2.574 2.910 0.059
H -2.015 -0.076 3.369 0.097
H -1.474 -1.335 2.260 0.077
H -1.557 -3.093 4.235 0.115
H -1.859 -1.823 5.302 0.136
H 0.382 -3.633 3.299 0.127
H 0.595 -2.047 2.401 0.093
H 2.556 -3.447 2.591 0.117
H 2.854 -1.784 3.269 0.091
H 2.484 -4.377 4.813 0.122
H 3.843 -3.374 4.857 0.128
H 2.334 -3.181 6.832 0.131
H 2.491 -1.574 6.198 0.124
H 0.118 -3.507 5.676 0.130
H 0.194 -2.070 6.685 0.137
H 1.592 -0.272 4.573 0.092
H 0.117 0.200 5.184 0.113
H 0.346 0.145 3.380 0.079
C -5.494 1.241 2.823 -0.075
C -5.826 2.367 1.819 -0.226
C -4.978 2.364 0.571 -0.152
N -5.401 3.237 -0.638 -0.223
C -4.302 3.023 -1.678 -0.101
C -4.652 3.646 -3.042 -0.155
C -5.995 3.109 -3.507 -0.189
C -7.068 3.342 -2.462 -0.143
C -6.753 2.705 -1.074 -0.076
C -5.588 4.704 -0.251 0.053
H -6.186 1.390 3.652 0.092
H -4.480 1.290 3.219 0.064
H -5.745 0.226 2.514 0.075
H -5.871 3.381 2.216 0.114
H -6.878 2.180 1.601 0.109
H -4.771 1.339 0.262 0.126
H -4.046 2.750 0.983 0.097
H -4.219 1.955 -1.880 0.135
H -3.378 3.460 -1.298 0.126
H -3.817 3.553 -3.736 0.108
H -4.701 4.721 -2.866 0.109
H -5.915 2.082 -3.862 0.127
H -6.340 3.724 -4.338 0.129
H -7.913 2.830 -2.922 0.132
H -7.209 4.423 -2.478 0.123
H -6.696 1.623 -1.188 0.146
H -7.473 2.982 -0.304 0.129
H -6.513 4.869 0.302 0.120
H -5.614 5.346 -1.132 0.101
H -4.732 4.950 0.378 0.103
C 3.502 4.251 -7.866 -0.071
C 3.424 3.183 -6.720 -0.208
C 2.510 3.557 -5.487 -0.046
N 1.866 2.280 -4.735 -0.187
C 1.139 2.728 -3.392 -0.114
C -0.171 3.365 -3.708 -0.162
C -1.060 2.589 -4.795 -0.128
C -0.209 2.151 -6.044 -0.143
C 0.977 1.354 -5.561 -0.113
C 3.034 1.390 -4.239 0.003
H 3.885 5.232 -7.585 0.080
H 2.449 4.449 -8.069 0.067
H 4.023 3.948 -8.774 0.089
H 4.448 2.933 -6.441 0.106
H 3.069 2.286 -7.227 0.095
H 1.695 4.218 -5.783 0.112
H 3.143 4.059 -4.756 0.127
H 1.742 3.435 -2.822 0.125
H 0.967 1.837 -2.788 0.090
H -0.002 4.349 -4.146 0.111
H -0.611 3.524 -2.724 0.098
H -1.873 3.182 -5.214 0.102
H -1.443 1.723 -4.256 0.096
H 0.084 3.016 -6.640 0.114
H -0.805 1.585 -6.760 0.128
H 1.555 0.926 -6.380 0.129
H 0.734 0.519 -4.904 0.139
H 3.682 2.078 -3.697 0.105
H 3.606 0.878 -5.013 0.111
H 2.693 0.691 -3.476 0.069
C 3.263 3.416 -0.114 -0.084
C 2.373 4.314 0.655 -0.241
C 1.061 3.665 1.017 -0.108
N 0.111 4.481 1.980 -0.222
C 0.616 4.639 3.422 -0.065
C -0.457 5.249 4.334 -0.175
C -1.800 4.573 4.371 -0.183
C -2.274 4.386 2.951 -0.168
C -1.279 3.740 1.974 -0.081
C -0.096 5.858 1.363 0.027
H 2.740 2.736 -0.786 0.048
H 3.838 2.782 0.562 0.085
H 3.868 4.051 -0.762 0.094
H 2.180 5.119 -0.054 0.113
H 2.856 4.666 1.566 0.132
H 1.187 2.757 1.607 0.118
H 0.515 3.463 0.095 0.122
H 0.884 3.631 3.739 0.138
H 1.472 5.315 3.408 0.142
H -0.005 5.150 5.321 0.133
H -0.592 6.324 4.214 0.125
H -1.719 3.679 4.990 0.125
H -2.462 5.304 4.836 0.133
H -3.223 3.863 3.067 0.106
H -2.590 5.365 2.591 0.119
H -0.978 2.709 2.156 0.106
H -1.631 3.745 0.942 0.108
H -0.664 5.774 0.436 0.113
H 0.859 6.372 1.259 0.111
H -0.664 6.435 2.093 0.093
C 2.513 -4.614 -1.311 -0.093
C 3.158 -3.306 -1.158 -0.266
C 4.673 -3.414 -1.228 -0.081
N 5.480 -2.082 -0.990 -0.199
C 6.949 -2.270 -1.588 -0.050
C 7.819 -3.079 -0.602 -0.168
C 7.858 -2.528 0.776 -0.175
C 6.424 -2.484 1.312 -0.161
C 5.615 -1.626 0.425 -0.154
C 4.824 -0.853 -1.750 0.024
H 2.266 -4.778 -2.360 0.094
H 1.598 -4.517 -0.726 0.056
H 3.057 -5.440 -0.855 0.096
H 2.957 -2.890 -0.171 0.094
H 2.842 -2.669 -1.985 0.111
H 4.934 -3.629 -2.264 0.128
H 5.227 -4.183 -0.688 0.130
H 6.826 -2.826 -2.517 0.128
H 7.335 -1.255 -1.679 0.133
H 7.609 -4.149 -0.619 0.125
H 8.780 -2.901 -1.086 0.131
H 8.429 -3.138 1.476 0.130
H 8.367 -1.573 0.907 0.136
H 6.088 -3.519 1.267 0.114
H 6.189 -2.200 2.338 0.119
H 4.594 -1.662 0.803 0.118
H 6.027 -0.617 0.401 0.154
H 5.542 -0.047 -1.901 0.102
H 3.919 -0.503 -1.254 0.065
H 4.657 -1.163 -2.782 0.097
O 4.332 1.406 2.822 0.065
C 5.391 0.771 3.195 -0.903
O 5.159 -0.365 3.607 -0.049
O 6.556 1.351 3.133 -0.070
H 3.825 0.641 3.103 0.052

***

(2)
111
Properties=species:S:1:pos:R:3:lowdin_charge:R:1 method="wB97M-V/def2-TZVPD" e_homo_ev=-11.037 e_tot_ha=-19166.8444 gap_ev=5.5 mol_weight_g_mol=1321.71 multiplicity=1 lumo_energy_ha=-0.2044 charge=+1
C -0.239 3.010 -4.065 -0.102
C -1.082 1.655 -3.581 -0.193
C -1.399 1.557 -2.003 -0.210
F -1.518 2.976 -1.491 -0.066
N -0.620 0.718 -1.097 0.048
C -1.138 -0.642 -0.758 0.010
N -2.215 -0.698 0.131 0.110
C -2.851 0.499 0.829 -0.074
C -1.905 1.091 2.077 -0.205
C -2.926 2.001 3.040 -0.066
F -0.856 2.027 1.621 -0.082
C -2.912 -2.012 0.544 -0.163
O -3.907 -2.576 -0.197 0.076
N -2.711 -2.682 1.905 0.133
C -3.723 -2.136 2.922 -0.163
O -3.360 -1.730 4.171 0.041
F -5.196 -2.005 2.636 -0.003
N -0.494 -1.863 -1.337 0.028
N -1.167 -2.531 -2.281 0.035
C -1.644 -3.913 -1.968 -0.140
O -1.061 -4.853 -1.227 0.053
F -2.957 -4.320 -2.599 0.019
C -2.096 -1.782 -3.171 -0.111
O -3.352 -1.378 -2.927 0.085
F -1.632 -1.530 -4.588 0.013
C 1.023 -1.780 -1.509 -0.224
C 1.605 -2.874 -2.635 -0.056
B 1.609 -2.434 -4.202 -0.426
O 2.413 -1.357 -4.840 0.042
O 0.759 -3.217 -5.170 0.018
C 1.822 -2.307 -0.133 -0.494
Cl 1.857 -4.195 0.028 0.642
C 1.296 -1.788 1.287 -0.610
C 0.587 -2.945 2.266 -0.325
Cl 2.824 -1.297 2.298 0.583
C 1.548 -0.231 -1.874 -0.091
C 3.165 -0.059 -2.015 -0.139
C 3.972 0.472 -0.706 -0.200
C 5.315 -0.486 -0.527 -0.181
C 6.081 -0.297 0.910 -0.223
N 7.336 0.536 0.726 -0.004
C 7.278 1.825 1.524 -0.307
C 5.976 2.848 1.496 -0.032
O 8.320 2.149 2.311 -0.071
C 0.828 0.936 -0.907 -0.186
O 1.373 2.227 -1.422 0.051
B 1.636 3.183 -0.332 -0.501
O 2.685 3.081 0.704 0.070
O 0.787 4.426 -0.264 0.052
H -0.375 3.028 -5.252 0.094
H -0.710 4.011 -3.681 0.090
H 0.921 2.916 -3.893 0.080
H -2.132 1.780 -4.142 -0.020
H -0.580 0.736 -4.095 0.100
H -2.530 1.166 -1.936 0.131
H -3.869 0.201 1.381 0.153
H -3.137 1.389 0.135 0.052
H -1.455 0.237 2.746 0.147
H -2.657 3.146 2.840 0.059
H -2.753 1.824 4.184 0.101
H -4.054 1.885 2.751 0.086
H -2.760 -3.722 1.838 0.152
H 1.048 -3.909 -2.605 0.110
H 2.758 -3.021 -2.355 0.136
H 1.955 -0.995 -5.662 0.122
H 0.539 -2.629 -5.969 0.114
H 2.993 -2.077 -0.187 0.093
H 0.604 -0.862 1.346 0.076
H 1.366 -3.656 2.772 0.000
H 0.059 -2.333 3.144 0.096
H -0.258 -3.550 1.740 0.003
H 1.139 0.132 -2.938 0.146
H 3.708 -1.061 -2.371 0.119
H 3.393 0.718 -2.892 0.147
H 3.349 0.602 0.272 0.073
H 4.401 1.556 -0.963 0.120
H 6.082 -0.171 -1.384 0.136
H 5.071 -1.615 -0.707 0.097
H 6.406 -1.386 1.269 0.139
H 5.322 0.143 1.696 0.089
H 8.120 -0.021 1.158 0.127
H 5.151 2.360 2.195 0.087
H 5.511 2.918 0.425 0.070
H 6.235 3.904 1.932 0.102
H 1.191 0.884 0.208 0.153
H 2.312 3.276 1.614 0.137
H 0.944 5.001 -1.069 0.119
Br 3.139 -5.613 5.302 0.613
C 1.428 -6.396 5.814 -0.688
C 0.706 -6.968 4.617 -0.658
Br -0.090 -5.558 3.530 0.723
H 0.861 -5.615 6.329 0.056
H 1.678 -7.186 6.528 0.063
H -0.135 -7.591 4.935 0.061
H 1.354 -7.551 3.958 0.059
Br -5.297 2.218 -0.982 0.687
C -6.309 2.196 -2.649 -0.646
C -5.515 1.555 -3.763 -0.642
Br -4.138 2.761 -4.436 0.753
H -6.597 3.229 -2.860 0.063
H -7.206 1.611 -2.429 0.068
H -6.157 1.348 -4.624 0.068
H -5.011 0.632 -3.462 0.037
Br -4.171 5.195 1.347 0.608
C -4.591 6.490 2.743 -0.677
C -4.113 6.015 4.094 -0.689
Br -5.283 4.630 4.813 0.609
H -5.670 6.664 2.702 0.057
H -4.069 7.405 2.449 0.062
H -4.151 6.827 4.825 0.062
H -3.101 5.599 4.075 0.050

***

(3)
8
Properties=species:S:1:pos:R:3:lowdin_charge:R:1 method="wB97M-V/def2-TZVPD" e_homo_ev=0.150 e_tot_ha=-1170.5681 gap_ev=6.6 mol_weight_g_mol=157.04 multiplicity=1 lumo_energy_ha=0.2497 e_above_lowest_kcal_mol=0.0 charge=-2
N 0.106 0.857 1.063 -0.342
O 0.025 -0.482 -1.120 -0.432
O -0.576 -1.885 0.944 -0.410
O 1.969 -1.424 0.665 -0.426
O -1.870 0.997 -0.570 -0.438
O 0.227 2.041 -1.143 -0.475
P 0.543 -1.002 0.608 0.282
S -0.423 0.899 -0.446 0.241

***

(4)
66
Properties=species:S:1:pos:R:3:lowdin_charge:R:1 method="wB97M-V/def2-TZVPD" e_homo_ev=-11.934 e_tot_ha=-2934.7875 gap_ev=7.8 mol_weight_g_mol=531.83 multiplicity=1 lumo_energy_ha=-0.1516 charge=+1
N -1.833 -3.128 -1.839 0.169
C -1.268 -2.771 -0.657 -0.367
N -0.199 -3.395 -0.134 0.175
C 0.037 -2.764 1.018 -0.412
P 1.447 -3.351 2.106 0.599
O 2.122 -4.455 1.166 -0.293
Cl 0.381 -4.342 3.553 0.287
N -0.838 -1.782 1.211 0.120
N -1.656 -1.772 0.142 0.175
H -2.686 -3.659 -1.870 0.118
H -1.379 -2.912 -2.712 0.122
H 1.488 -4.955 0.621 0.070
H -0.884 -1.151 2.001 0.196
H -2.427 -1.135 -0.014 0.201
O -1.888 -0.378 -5.533 -0.231
P -3.205 0.130 -5.967 0.472
O -4.316 -0.492 -4.973 -0.186
C -4.323 -0.090 -3.608 -0.302
C -4.874 1.311 -3.407 -0.076
O -3.532 -0.738 -7.297 -0.203
C -2.518 -1.490 -7.967 -0.291
C -2.516 -2.937 -7.517 -0.071
O -4.066 1.384 -6.462 -0.181
C -3.420 2.448 -7.215 -0.238
C -3.010 2.017 -8.608 -0.070
H -3.305 -0.172 -3.205 0.095
H -4.951 -0.808 -3.079 0.113
H -4.213 2.061 -3.844 0.070
H -4.981 1.531 -2.343 0.076
H -5.844 1.412 -3.890 0.089
H -1.539 -1.034 -7.823 0.102
H -2.741 -1.437 -9.034 0.120
H -2.549 -3.013 -6.430 0.067
H -1.627 -3.453 -7.882 0.079
H -3.396 -3.456 -7.899 0.078
H -2.560 2.819 -6.654 0.118
H -4.148 3.254 -7.273 0.121
H -2.157 1.338 -8.579 0.071
H -2.721 2.887 -9.198 0.086
H -3.826 1.500 -9.110 0.090
O 4.638 0.309 7.199 -0.205
P 3.811 1.019 6.210 0.474
O 4.245 0.516 4.738 -0.184
C 3.983 -0.829 4.345 -0.268
C 2.515 -1.070 4.035 -0.139
O 4.448 2.509 6.169 -0.208
C 5.349 2.960 7.185 -0.293
C 6.792 2.768 6.767 -0.069
O 2.341 1.546 5.812 -0.195
C 1.410 1.890 6.871 -0.252
C 1.806 3.146 7.621 -0.071
H 4.330 -1.516 5.122 0.119
H 4.581 -1.008 3.452 0.122
H 1.904 -0.989 4.938 0.073
H 2.367 -2.073 3.601 -0.070
H 2.150 -0.323 3.323 0.081
H 5.146 2.459 8.131 0.102
H 5.146 4.022 7.336 0.117
H 6.960 1.768 6.369 0.077
H 7.462 2.930 7.612 0.080
H 7.057 3.473 5.978 0.077
H 1.309 1.046 7.556 0.117
H 0.446 2.037 6.385 0.114
H 2.674 2.969 8.258 0.071
H 0.987 3.475 8.261 0.084
H 2.064 3.945 6.929 0.089